Entry from OMol25: a structure of composition C42H42BI2N12O4S2Zr (the ωB97M-V functional and the def2-TZVPD basis).

## Properties
Charge   +1
Energy above the lowest of the compared OMol25 structures with the same formula, charge and spin   0.00 kJ/mol

Geometry (Å):
Zr -1.44845 1.47225 0.41839
I -8.82449 2.80696 -1.44380
C -7.00909 2.25556 -0.57952
C -6.73563 2.60221 0.73289
C -5.51437 2.25318 1.29216
I -5.08577 2.77536 3.25756
C -4.55155 1.56212 0.55710
O -3.36126 1.25276 1.07660
C -4.85204 1.21079 -0.76798
C -3.81208 0.47884 -1.56417
N -2.55957 1.25644 -1.68268
C -2.71345 2.50726 -2.42699
C -3.10471 3.61110 -1.48624
C -3.97015 4.62115 -1.87041
C -4.34436 5.57694 -0.94324
C -3.84616 5.48310 0.34524
C -2.97651 4.45464 0.64871
N -2.58767 3.53818 -0.25133
C -6.07148 1.55686 -1.32585
H -7.46175 3.14446 1.32213
H -4.20525 0.24812 -2.55922
H -3.54500 -0.46021 -1.07636
H -1.86551 0.65704 -2.14277
H -3.45920 2.41574 -3.22271
H -1.75362 2.74781 -2.88654
H -4.36829 4.63037 -2.87612
H -5.03182 6.36660 -1.21594
H -4.13133 6.18290 1.11722
H -2.57688 4.34598 1.64755
H -6.28639 1.28342 -2.35153
C -3.25127 -1.31977 3.88865
N -2.87335 -0.05744 4.49908
C -3.44649 0.50634 5.61192
C -2.81572 1.68694 5.81209
N -1.86562 1.84416 4.83040
B -1.13377 3.22493 4.62818
N 0.32013 3.00999 4.11429
C 1.38198 2.71014 4.93569
C 2.50903 2.71146 4.19269
N 2.12554 3.01005 2.90034
C 3.05034 3.25883 1.81245
C 0.78266 3.17714 2.86950
S -0.11491 3.61217 1.46337
C -1.90592 0.76612 4.04309
S -0.82782 0.30404 2.76984
H -4.18285 -1.65003 4.34033
H -2.47845 -2.06983 4.04924
H -3.39311 -1.17300 2.81964
H -4.25003 0.03035 6.14390
H -2.96564 2.44074 6.56347
H -1.07185 3.73547 5.71649
H -1.74970 3.87938 3.83280
H 1.24138 2.54355 5.98836
H 3.53922 2.55872 4.45979
H 3.68234 4.11248 2.05407
H 2.47320 3.48272 0.91925
H 3.67764 2.38399 1.64590
C 7.60627 -8.98359 -2.19391
O 7.59088 -7.71122 -2.82184
C 6.53070 -6.90574 -2.59922
C 5.44544 -7.24283 -1.78776
C 4.40585 -6.34489 -1.62208
C 4.43714 -5.11095 -2.26102
C 5.51627 -4.78550 -3.07925
C 6.55987 -5.66903 -3.24590
N 3.41863 -4.12767 -2.15390
N 2.54079 -4.37319 -1.30992
C 1.52517 -3.39456 -1.18544
C 0.97929 -3.29236 0.06734
C 0.04971 -2.29436 0.40235
C -0.36203 -1.39608 -0.54802
O -1.15476 -0.36962 -0.28845
C 0.07671 -1.56418 -1.90775
N -0.47971 -0.73972 -2.83768
C -0.13904 -0.90382 -4.09190
C 0.78140 -1.87310 -4.52693
C 1.36903 -2.68932 -3.60225
C 1.03144 -2.55596 -2.23478
H 8.53205 -9.45825 -2.50392
H 6.75990 -9.59325 -2.51772
H 7.59487 -8.88639 -1.10603
H 5.40278 -8.19968 -1.28926
H 3.55960 -6.59964 -0.99959
H 5.51887 -3.82482 -3.57849
H 7.40750 -5.43267 -3.87406
H 1.32244 -3.98874 0.82229
H -0.32234 -2.20208 1.41379
H -0.61745 -0.24863 -4.81426
H 1.00254 -1.97235 -5.58061
H 2.07669 -3.44384 -3.90670
C 1.93054 2.05678 -3.17478
N 2.07973 1.41812 -1.86860
C 3.16324 0.65488 -1.55941
C 3.28929 0.05501 -0.35828
C 2.24411 0.27007 0.59246
N 1.16147 0.96312 0.25409
C 1.05172 1.49845 -0.96589
O -0.01741 2.07771 -1.27831
N 2.33296 -0.19135 1.83739
H 2.90886 2.11738 -3.64390
H 1.52830 3.05661 -3.03635
H 1.25216 1.47963 -3.79977
H 3.91271 0.56624 -2.33335
H 4.15225 -0.55037 -0.12745
H 3.08431 -0.80297 2.10253
H 1.55611 -0.04889 2.47551

Force components x, y, z for each atom (eV/Å):
0.0 0.4 0.2
0.0 0.0 0.0
0.0 0.0 0.0
0.0 0.0 0.0
0.0 0.0 0.0
0.0 0.0 0.0
0.0 -0.1 0.0
0.3 0.0 -0.1
0.0 0.0 0.0
0.0 0.0 0.0
0.0 0.0 -0.1
0.0 0.0 0.0
0.0 0.0 0.0
0.0 0.0 0.0
0.0 0.0 0.0
0.0 0.0 0.0
0.0 0.0 0.0
0.0 0.0 0.0
0.0 0.0 0.0
0.0 0.0 0.0
0.0 0.0 0.0
0.0 0.0 0.0
0.0 0.0 0.0
0.0 0.0 0.0
0.0 0.0 0.0
0.0 0.0 0.0
0.0 0.0 0.0
0.0 0.0 0.0
0.0 0.0 0.0
0.0 0.0 0.0
0.0 0.0 0.0
0.0 0.0 0.0
0.0 0.0 0.0
0.0 0.0 0.0
0.0 0.0 0.0
0.0 0.0 0.0
0.0 0.0 0.0
0.0 0.0 0.0
0.0 0.0 0.0
0.0 0.0 0.0
0.0 0.0 0.0
0.0 0.0 0.0
-0.1 -0.1 0.0
0.0 0.0 0.0
0.0 0.0 -0.1
0.0 0.0 0.0
0.0 0.0 0.0
0.0 0.0 0.0
0.0 0.0 0.0
0.0 0.0 0.0
0.0 0.0 0.0
0.0 0.0 0.0
0.0 0.0 0.0
0.0 0.0 0.0
0.0 0.0 0.0
0.0 0.0 0.0
0.0 0.0 0.0
0.0 0.0 0.0
0.0 0.0 0.0
0.0 0.0 0.0
0.0 0.0 0.0
0.0 0.0 0.0
0.0 0.0 0.0
0.0 0.0 0.0
0.0 0.0 0.0
0.0 0.0 0.1
0.1 0.0 0.0
0.0 0.0 0.0
0.0 0.0 0.0
0.0 0.0 0.0
0.0 0.1 -0.2
-0.1 -0.6 0.3
0.0 0.0 0.1
0.0 0.0 0.0
0.0 0.0 0.0
0.0 0.0 0.0
0.0 0.0 0.0
0.0 0.0 0.0
0.0 0.0 0.0
0.0 0.0 0.0
0.0 0.0 0.0
0.0 0.0 0.0
0.0 0.0 0.0
0.0 0.0 0.0
0.0 0.0 0.0
0.0 0.0 0.0
0.0 0.0 0.0
0.0 0.0 0.0
0.0 0.0 0.0
0.0 0.0 0.0
0.0 0.0 0.0
0.0 -0.1 0.0
0.0 0.0 0.0
0.0 0.0 0.0
0.0 -0.1 0.0
0.0 0.0 0.1
0.0 0.1 0.0
0.0 0.0 0.0
0.0 0.0 0.0
0.0 0.0 0.0
0.0 0.0 0.0
0.0 0.0 0.0
0.0 0.0 0.0
0.0 0.0 0.0
0.0 0.0 0.0
0.0 0.0 0.0